(1)
C23H36MnN5O3S as an isolated structure. Source: OMol25; level of theory: wB97M-V/def2-TZVPD.

```
69
Properties=species:S:1:pos:R:3:nbo_charge:R:1
Mn -0.520 0.378 -1.303 1.52
C 0.415 1.067 4.724 -0.60
C -1.096 0.795 4.697 -0.09
C -1.832 2.066 4.252 -0.60
C -1.560 0.436 6.109 -0.61
C -1.365 -0.332 3.698 0.03
C -1.807 -1.604 4.106 -0.13
C -2.053 -2.627 3.213 -0.21
C -1.838 -2.378 1.863 -0.22
S -2.109 -3.424 0.503 0.51
C -1.581 -2.179 -0.541 0.08
N -1.211 -1.065 0.047 -0.56
C -1.373 -1.133 1.433 0.08
C -1.146 -0.107 2.346 -0.20
C -1.574 -2.218 -2.003 -0.05
C -2.007 -3.308 -2.750 -0.18
C -2.063 -3.209 -4.132 -0.18
C -1.704 -2.023 -4.757 -0.19
C -1.258 -0.939 -4.002 -0.26
C -1.167 -1.021 -2.617 -0.35
H 0.638 1.847 5.454 0.23
H 0.777 1.410 3.753 0.22
H 0.968 0.170 5.011 0.21
H -1.680 2.855 4.989 0.23
H -2.905 1.890 4.164 0.21
H -1.457 2.442 3.299 0.20
H -1.385 1.286 6.769 0.23
H -1.009 -0.410 6.521 0.21
H -2.627 0.207 6.143 0.22
H -1.978 -1.795 5.155 0.23
H -2.411 -3.587 3.559 0.24
H -0.810 0.860 2.000 0.22
H -2.320 -4.224 -2.264 0.23
H -2.408 -4.049 -4.719 0.24
H -1.781 -1.939 -5.833 0.23
H -1.003 -0.023 -4.531 0.19
C 3.464 0.959 -0.123 -0.61
C 2.173 0.400 0.461 0.13
C 2.434 -0.355 1.751 -0.64
O 1.596 -0.504 -0.528 -0.76
C 1.207 1.580 0.705 0.77
O 1.440 2.369 1.582 -0.57
O 0.166 1.668 -0.101 -0.85
H 4.179 0.154 -0.292 0.22
H 3.898 1.681 0.567 0.26
H 3.281 1.484 -1.067 0.17
H 3.174 -1.139 1.584 0.22
H 1.513 -0.798 2.139 0.23
H 2.811 0.331 2.507 0.27
H 1.394 -1.336 -0.084 0.50
N -2.474 1.450 -1.188 -0.67
N -2.037 2.016 -2.450 -0.68
H -3.465 1.226 -1.189 0.39
H -2.303 2.137 -0.458 0.40
H -2.316 2.991 -2.525 0.39
H -2.516 1.502 -3.184 0.38
N 3.843 0.099 -4.952 -0.67
C 2.735 1.001 -4.454 -0.23
C 1.900 0.267 -3.409 -0.26
N 0.884 1.135 -2.807 -0.82
H 4.415 0.566 -5.661 0.46
H 3.471 -0.756 -5.374 0.45
H 4.467 -0.180 -4.190 0.45
H 2.159 1.287 -5.333 0.23
H 3.221 1.887 -4.047 0.24
H 2.533 -0.107 -2.604 0.24
H 1.395 -0.593 -3.853 0.23
H 0.283 1.570 -3.503 0.40
H 1.312 1.892 -2.276 0.40
```

The calculation puts the LUMO energy (alpha / beta) at -5.989 / -5.939 eV. The spin multiplicity is 5. The total charge is +2. The value obtained for the frontier orbital gap (alpha / beta) is 7.28 / 7.34 eV. As for the relative energy (zero: lowest compared OMol25 entry of this formula, charge and spin): 0.0 kJ/mol. As for the expectation value of S²: 6.11.

(2)
C23H36N10O4ReS2 as an isolated structure in a non-equilibrium geometry. Source: OMol25; level of theory: wB97M-V/def2-TZVPD.

```
76
Properties=species:S:1:pos:R:3:lowdin_spin:R:1
Re 0.342 -0.044 0.693 0.87
C 1.345 2.908 0.563 0.01
N 0.294 2.089 -0.084 0.00
C 0.704 1.908 -1.498 0.00
C -0.921 2.943 -0.045 0.00
C -2.209 2.340 -0.590 0.00
N -2.831 1.359 0.273 0.01
C -3.086 1.783 1.632 0.00
C -3.992 0.754 -0.341 0.00
H 1.498 3.824 -0.010 0.00
H 2.292 2.371 0.559 0.00
H 1.059 3.164 1.582 0.00
H 0.687 2.870 -2.016 0.00
H 0.037 1.227 -2.025 0.00
H 1.720 1.511 -1.543 0.00
H -0.710 3.831 -0.650 0.00
H -1.067 3.274 0.984 0.00
H -2.013 1.854 -1.548 0.00
H -2.895 3.184 -0.782 0.00
H -3.659 2.718 1.671 0.00
H -2.147 1.910 2.165 0.00
H -3.658 1.010 2.135 0.00
H -4.821 1.468 -0.444 0.00
H -4.341 -0.075 0.273 0.00
H -3.745 0.384 -1.335 0.00
N 7.028 -0.156 4.840 0.00
C 6.303 -0.100 3.707 0.00
C 6.431 -1.105 2.724 0.00
C 5.702 -1.036 1.560 0.00
C 4.851 0.039 1.354 0.00
C 4.674 1.019 2.320 0.00
C 5.396 0.958 3.488 0.00
S 3.972 0.182 -0.181 0.00
O 4.480 -0.667 -1.198 0.00
O 3.759 1.566 -0.485 0.00
N 2.448 -0.374 0.322 0.00
C 2.326 -1.680 0.529 0.01
N 1.056 -2.005 0.907 0.00
C 0.732 -3.288 0.988 0.00
C 1.670 -4.267 0.718 0.00
C 2.976 -3.837 0.466 0.01
N 3.308 -2.566 0.410 0.00
H 7.718 -0.878 4.960 0.00
H 7.013 0.594 5.510 0.00
H 7.130 -1.911 2.878 0.00
H 5.796 -1.773 0.780 0.00
H 4.009 1.844 2.123 0.00
H 5.302 1.741 4.226 0.00
H -0.286 -3.525 1.279 0.00
H 1.414 -5.311 0.739 0.00
H 3.778 -4.544 0.304 0.00
C -2.402 -2.474 -2.530 0.00
N -2.418 -2.236 -1.100 0.01
C -3.342 -2.804 -0.273 0.00
C -3.388 -2.516 1.043 0.00
C -2.469 -1.555 1.615 0.00
O -2.465 -1.224 2.798 0.01
N -1.568 -1.010 0.732 0.00
C -1.516 -1.379 -0.562 0.01
O -0.571 -0.879 -1.220 0.00
H -3.131 -3.237 -2.788 0.00
H -1.414 -2.792 -2.860 0.00
H -2.651 -1.547 -3.048 0.00
H -4.020 -3.505 -0.736 0.00
H -4.097 -2.982 1.708 0.00
C -1.371 -0.502 5.730 0.00
N -0.706 -0.219 4.475 0.00
C 0.515 0.220 4.368 0.01
N 1.311 0.399 5.422 0.00
S 1.223 0.714 2.850 0.02
H -2.418 -0.683 5.502 0.00
H -1.291 0.353 6.404 0.00
H -0.960 -1.393 6.208 0.00
H -1.273 -0.449 3.632 0.00
H 1.002 0.209 6.362 0.00
H 2.219 0.814 5.292 0.00
```

The calculation puts the LUMO energy (alpha / beta) at -8.533 / -8.090 eV. The spin multiplicity is 2. The total charge is +2. The value obtained for the frontier orbital gap (alpha / beta) is 4.05 / 4.50 eV. As for the expectation value of S²: 0.76.